This record from the Open Molecules 2025 dataset describes C5H10O as an isolated structure in a non-equilibrium geometry. The level of theory is ωB97M-V with the def2-TZVPD basis set.

```
! wB97M-V def2-TZVPD RIJCOSX def2/J DEFGRID3
* xyz 0 1
C -1.39716 -1.05168 -0.07950
O -0.96936 1.02561 0.84922
C -0.29081 1.02682 -0.34622
C 0.48231 1.95334 0.42085
C 0.12398 -0.35817 -0.61582
C 1.29411 -0.93824 0.18634
H -2.10525 -0.89056 0.79474
H -1.02209 -2.04241 0.08368
H -2.04736 -0.94721 -0.94737
H -0.85694 1.48891 -1.16111
H 1.18589 1.61276 1.16655
H 0.60680 2.99730 0.08854
H 0.30840 -0.52070 -1.70066
H 1.27789 -2.02331 0.04096
H 1.14397 -0.73298 1.24992
H 2.31026 -0.60829 -0.09024
*
```

The relative energy (zero: lowest compared OMol25 entry of this formula, charge and spin) comes out at 4.239 eV. The gap between HOMO and LUMO comes out at 10.6 eV. For the HOMO energy, the calculation gives -9.83 eV.

Results of the Löwdin charge analysis, in e, for atoms 1 through 8: -0.023 -0.074 -0.554 0.116 -0.270 -0.089 0.094 0.036